Computed, not measured: the molecule C9H14N4O4 at a distorted geometry, with ωB97M-V/def2-TZVPD.

```
31
C9H14N4O4, DFT ωB97M-V/def2-TZVPD
C -1.0024 1.5192 -0.3245
C -1.2958 0.0175 -0.4443
C -2.2935 2.1789 0.0584
C 0.0554 -0.8689 1.5164
C -0.0514 -0.1408 2.8265
C 1.4724 -0.4125 0.9267
C 1.8955 -1.2753 -0.2186
C 2.2674 -0.8496 -1.4306
C 1.9971 -3.0473 -1.4719
H -1.1019 2.1269 -2.1768
H 0.3549 1.4628 -1.7447
H -0.2975 1.6551 0.4662
H -2.1328 3.1381 0.5298
H -2.6871 1.5431 0.8659
H -3.7465 1.4311 -1.1945
H -1.3824 -1.7361 0.1832
H 0.3124 -1.9493 1.8769
H 1.4561 0.6509 0.5396
H 2.2321 -0.3109 1.7511
H 2.6315 0.2105 -1.6692
H 1.8805 -4.0193 -1.8757
H 2.7610 -2.0161 -3.1530
H -0.6509 1.5507 3.5733
N -0.4078 2.0865 -1.5015
N -1.0408 -0.8500 0.6229
N 1.5695 -2.6961 -0.3030
N 2.3866 -1.9848 -2.2367
O -1.9157 -0.3720 -1.4149
O -3.1678 2.2391 -1.0988
O 0.7242 -0.2701 3.7595
O -0.8220 0.9887 2.7623
```

The calculation puts the HOMO energy at -9.160 eV. The energy above the lowest of the compared OMol25 structures with the same formula, charge and spin comes out at 43.6 kcal/mol. As for the structure (SMILES): N[C@@H](CO)C(=O)N[C@@H](Cc1c[nH]cn1)C(=O)O. The calculation puts the total energy at -23710.047 eV. As for the HOMO-LUMO gap: 9.7 eV.